1.
The following is a quantum chemistry calculation of an isolated molecule of CH3Cl2FSi in a non-equilibrium geometry, from the Open Molecules 2025 dataset.

Output
HOMO level = -11.6031 eV
ΔE to the lowest compared entry with this formula, charge and spin = 10.1 kcal per mole
E_LUMO = 0.511 eV

Element x y z (Å)
C  0.07217  0.83045  0.63845
Si  -0.04443  -0.73126  -0.43141
F  -0.16490  -0.03467  -1.89263
Cl  -1.77487  -1.69141  -0.20326
Cl  1.63174  -1.90002  -0.50882
H  0.40788  0.62133  1.65817
H  0.87152  1.51823  0.24786
H  -0.99912  1.38734  0.49165

=====

2.
The following is a quantum chemistry calculation of a cluster of 2 separate species, C19H32F9NO5S2 in total in a non-equilibrium geometry, from the Open Molecules 2025 dataset.

Output
HOMO level = -9.2163 eV
E_LUMO = 0.315 eV

Element x y z (Å)
C  0.52063  0.74609  3.70082
C  -0.78433  1.27802  3.07996
C  -1.63247  0.23597  2.35894
O  -1.24045  0.13031  0.99007
C  -0.93655  -1.17518  0.55065
C  0.35747  -1.66210  1.20772
O  0.49037  -2.49029  2.08609
N  1.42614  -1.00801  0.57088
C  0.96343  -0.50753  -0.75121
C  0.98787  1.02753  -0.87746
C  2.09453  1.74359  -0.10368
C  3.49940  1.61277  -0.71487
C  4.22786  0.33366  -0.29725
C  5.71676  0.37737  -0.60226
F  6.02272  1.20053  -1.63342
F  6.40034  0.86333  0.47650
C  6.35229  -1.03399  -0.84962
F  5.81625  -1.87140  0.03985
F  7.65869  -0.98910  -0.63337
S  6.13151  -1.78639  -2.58871
F  5.12604  -2.90041  -2.06283
F  4.88012  -0.83642  -2.89059
F  7.11641  -0.68047  -3.16294
F  7.35027  -2.76971  -2.33888
F  5.98166  -2.37911  -4.04386
C  -0.46229  -1.12543  -0.89904
C  -1.41271  -0.52828  -1.93627
C  -1.55270  -1.37952  -3.20048
O  -0.57148  -1.06519  -4.19417
H  0.43780  -0.31513  3.94777
H  1.37502  0.87757  3.03291
H  0.75171  1.27872  4.62737
H  -0.55782  2.06759  2.35469
H  -1.39358  1.73591  3.86605
H  -1.55356  -0.73920  2.85123
H  -2.69029  0.52741  2.38461
H  -1.75646  -1.87874  0.73321
H  2.21666  -1.63951  0.51158
H  1.59176  -0.93978  -1.53977
H  1.05596  1.28601  -1.94130
H  0.02645  1.41431  -0.53086
H  1.84368  2.80817  -0.06048
H  2.10417  1.36631  0.92405
H  4.09791  2.47360  -0.40035
H  3.42135  1.63758  -1.80634
H  3.79384  -0.52851  -0.80884
H  4.12401  0.15357  0.77450
H  -0.28115  -2.18406  -1.14460
H  -1.06100  0.44713  -2.27722
H  -2.40594  -0.38312  -1.50758
H  -2.52459  -1.20869  -3.66815
H  -1.49459  -2.44734  -2.95591
H  0.19421  -1.63298  -4.07116
O  -4.46036  -0.97163  0.80713
S  -4.87178  0.35248  0.40956
O  -4.08902  1.10747  -0.53360
C  -6.57628  0.28513  -0.13702
C  -7.38700  0.52994  1.13084
C  -6.67344  1.66943  1.87189
C  -5.17652  1.33664  1.88656
H  -6.75209  -0.68145  -0.60302
H  -6.71149  1.08489  -0.86441
H  -8.42016  0.78183  0.89747
H  -7.39227  -0.37146  1.74707
H  -6.83813  2.60998  1.34321
H  -7.05279  1.79164  2.88501
H  -4.53897  2.21603  1.84168
H  -4.90308  0.72157  2.74173

=====

3.
The following is a quantum chemistry calculation of a structure of composition C26H17F2N2O3Pd in a non-equilibrium geometry, from the Open Molecules 2025 dataset.

Output
Net charge = -1
HOMO level = -5.5647 eV
E_LUMO = 2.197 eV

Element x y z (Å)
Pd  -0.33330  0.13920  -0.00690
O  2.52360  0.25730  -0.00210
C  3.28990  -0.92060  0.01410
C  2.14950  -2.09000  0.00690
O  2.51970  -3.24620  0.02660
O  0.99920  -1.62480  -0.02030
C  4.07310  -1.03030  1.30220
C  4.08610  0.05290  2.17930
C  4.73990  -0.01880  3.39350
C  5.39110  -1.17960  3.76810
C  5.38500  -2.26330  2.90600
C  4.73530  -2.19170  1.68670
C  4.09950  -1.04380  -1.25710
C  4.73360  -2.22180  -1.63790
C  5.39990  -2.30590  -2.84740
C  5.44990  -1.21890  -3.70370
C  4.83020  -0.04030  -3.33100
C  4.16180  0.04470  -2.12560
H  3.09580  1.03380  0.01100
H  3.55830  0.96070  1.93100
H  4.72290  0.83850  4.05100
H  5.87820  -1.24440  4.73070
H  5.87910  -3.18100  3.19310
H  4.70350  -3.05700  1.04820
H  4.66390  -3.09060  -1.00690
H  5.87100  -3.23640  -3.13170
H  5.94650  -1.29420  -4.66060
H  4.84880  0.82030  -3.98400
H  3.66100  0.96800  -1.87870
F  -3.06930  4.88280  -0.00060
C  -3.12450  3.51590  -0.00100
C  -1.93860  2.79220  -0.00260
C  -1.94100  1.40660  -0.00350
C  -3.21980  0.72090  -0.00100
C  -4.38350  1.52940  0.00070
F  -5.62630  0.95720  0.00390
C  -4.36530  2.89900  0.00030
C  -3.20290  -0.69770  0.00010
C  -4.31670  -1.56960  -0.00140
C  -4.14760  -2.92520  0.00080
C  -2.83220  -3.44790  0.00480
C  -1.77730  -2.57410  0.00620
N  -1.91860  -1.24330  0.00350
H  -1.02590  3.37060  -0.00320
H  -5.27840  3.47400  0.00160
H  -5.31350  -1.16530  -0.00420
H  -4.99730  -3.59410  -0.00040
H  -2.65570  -4.51210  0.00640
H  -0.76210  -2.95250  0.00890
N  1.31520  2.76110  0.00300
C  0.65850  1.81220  0.00010

=====

4.
The following is a quantum chemistry calculation of a cluster of 2 separate species, C5H13N3O2 in total in a non-equilibrium geometry, from the Open Molecules 2025 dataset.

Output
HOMO level = -8.9264 eV
ΔE to the lowest compared entry with this formula, charge and spin = 3.9 kcal per mole
E_LUMO = 0.749 eV

Element x y z (Å)
C  -1.49308  2.29981  0.27947
C  -1.18167  1.00211  -0.48934
N  0.20013  0.58012  -0.45270
C  1.03687  0.94081  -1.34467
N  0.81431  1.89035  -2.29544
N  2.23489  0.29439  -1.37162
H  -1.69132  3.13603  -0.39253
H  -0.60911  2.52977  0.87601
H  -2.34368  2.16504  0.93048
H  -1.77023  0.15857  -0.13802
H  -1.52647  1.08359  -1.52090
H  0.14368  2.62054  -2.14440
H  1.08760  1.74529  -3.25378
H  2.38523  -0.49865  -0.81692
H  2.92816  0.36590  -2.08913
C  0.01880  -3.28150  2.37326
C  -0.31677  -2.21225  1.38022
O  -1.43501  -1.98611  0.99230
O  0.75149  -1.53759  0.94552
H  0.45833  -2.92153  3.30527
H  0.74352  -3.99160  1.97303
H  -0.90413  -3.77580  2.63096
H  0.46847  -0.60731  0.62294

=====

5.
The following is a quantum chemistry calculation of a structure of composition C32H24CeClIN6O4 in a non-equilibrium geometry, from the Open Molecules 2025 dataset.

Output
Multiplicity = 2
Net charge = -1
HOMO level (spin up / spin down) = -4.1737 / -4.3398 eV
ΔE to the lowest compared entry with this formula, charge and spin = 19.4 kcal per mole
E_LUMO (spin up / spin down) = 1.629 / 1.632 eV

Element x y z (Å)
Ce  -0.56678  0.44262  0.72463
O  -0.70738  -2.25018  4.37253
C  -0.30928  -1.54168  3.44283
N  -0.86518  -0.45978  2.89883
C  -1.97648  0.13472  3.51743
C  -2.04988  0.25462  4.90323
C  -3.06758  0.96842  5.50693
C  -4.04778  1.55832  4.72713
C  -4.01948  1.42402  3.35293
C  -2.99088  0.72952  2.71213
N  -2.82878  0.70722  1.33013
C  -3.81468  0.98122  0.47673
O  -5.03838  0.99392  0.64603
C  -3.28698  1.36752  -0.90067
C  -4.10478  2.16622  -1.70247
C  -3.61738  2.65982  -2.89407
C  -2.34028  2.29112  -3.29327
C  -1.61958  1.44782  -2.46757
N  -2.05768  1.01152  -1.29127
C  1.02782  -1.88768  2.80923
C  1.89282  -2.71408  3.53013
C  3.15702  -2.96898  3.04193
C  3.51402  -2.41528  1.81953
C  2.58542  -1.63118  1.15923
N  1.37452  -1.35378  1.63323
H  -1.27358  -0.20308  5.49823
H  -3.08188  1.07722  6.58343
H  -4.83468  2.13852  5.18983
H  -4.78728  1.88252  2.75013
H  -5.09808  2.38872  -1.34467
H  -4.21608  3.31882  -3.50627
H  -1.91178  2.65112  -4.21597
H  -0.63608  1.10012  -2.76847
H  1.54032  -3.11118  4.46973
H  3.85982  -3.57188  3.60043
H  4.49802  -2.55918  1.39943
H  2.84052  -1.18018  0.20733
C  -1.40168  -3.87938  -0.86367
C  -0.23508  -3.36898  -1.63857
N  0.38312  -4.14848  -2.47617
C  1.43292  -3.65918  -3.15467
C  1.94362  -2.39488  -2.99507
C  3.08942  -1.95978  -3.88027
O  2.74922  -0.87168  -4.72347
C  1.32262  -1.51428  -2.06117
C  1.84132  -0.20648  -1.84617
N  1.43582  0.64972  -0.95117
C  1.98702  1.92612  -0.98227
C  2.18502  2.58222  -2.20577
C  2.70772  3.85662  -2.26697
C  3.05672  4.52142  -1.10627
C  2.86462  3.90432  0.11623
C  2.32752  2.63492  0.17383
I  2.08292  1.80792  2.12443
C  0.15472  -1.99838  -1.37347
O  -0.53938  -1.30348  -0.58017
H  -1.57428  -4.92898  -1.07437
H  -2.29238  -3.29998  -1.10407
H  -1.20768  -3.73158  0.19843
H  1.86822  -4.36228  -3.85357
H  3.39892  -2.81908  -4.49447
H  3.95702  -1.62338  -3.30417
H  1.95412  -1.11658  -5.20847
H  2.68632  0.07372  -2.48307
H  1.88482  2.07922  -3.11347
H  2.84202  4.32572  -3.22927
H  3.48002  5.51372  -1.14197
H  3.11662  4.41612  1.03173
Cl  -0.64388  3.04762  0.54863

=====

6.
The following is a quantum chemistry calculation of a structure of composition C29H27F6N9SSbScTe in a non-equilibrium geometry, from the Open Molecules 2025 dataset.

Output
Multiplicity = 2
Net charge = +3
HOMO level (spin up / spin down) = -15.4703 / -15.4703 eV
ΔE to the lowest compared entry with this formula, charge and spin = 54.9 kcal per mole
E_LUMO (spin up / spin down) = -8.798 / -10.796 eV

Element x y z (Å)
Sc  0.14317  0.85861  0.98085
C  -0.64040  -3.53882  0.51120
C  0.03253  -2.44718  1.02833
N  0.38477  -1.41746  0.25846
C  0.12708  -1.51455  -1.05270
C  -0.54907  -2.62480  -1.55935
N  -0.96438  -3.60955  -0.77624
C  0.44378  -0.32354  -1.88081
C  0.46107  -0.32954  -3.26113
C  0.59742  0.87875  -3.94710
C  0.70472  2.05188  -3.19891
C  0.72881  1.97687  -1.81954
N  0.62428  0.80194  -1.17633
C  0.77052  3.16814  -0.93376
C  0.78162  4.47649  -1.39407
N  0.73390  5.51315  -0.56534
C  0.69099  5.26542  0.73492
C  0.68700  3.96416  1.22402
N  0.71940  2.92554  0.38999
C  0.59033  0.91350  -5.42363
C  1.45137  0.10076  -6.15064
C  1.40588  0.17435  -7.53618
N  0.56053  0.95910  -8.19600
C  -0.26707  1.72429  -7.49256
C  -0.28338  1.75185  -6.10444
H  -0.93736  -4.36369  1.14767
H  0.28006  -2.38840  2.08143
H  -0.78883  -2.70541  -2.61175
H  0.34118  -1.24896  -3.81712
H  0.77640  3.00039  -3.71118
H  0.81788  4.70955  -2.45000
H  0.64324  6.11377  1.40559
H  0.64673  3.75557  2.28575
H  2.15674  -0.55745  -5.65894
H  2.07534  -0.42432  -8.14201
H  -0.95077  2.34090  -8.06352
H  -0.98329  2.38862  -5.57786
C  -0.06883  -1.31078  5.89756
N  1.01927  -1.39251  4.92160
C  2.01269  -2.35692  4.94874
C  2.85820  -2.09404  3.94077
N  2.37749  -0.95561  3.29104
C  1.23805  -0.54489  3.90661
S  0.23485  0.78497  3.51569
C  3.14914  -0.22150  2.34392
C  4.52586  -0.23683  2.50176
C  5.31182  0.44832  1.59422
C  4.68673  1.13082  0.56431
C  3.31051  1.10658  0.50324
N  2.52200  0.44778  1.37524
H  -0.48798  -2.30305  6.04324
H  -0.82772  -0.63028  5.52537
H  0.31839  -0.93613  6.84287
H  2.02658  -3.14403  5.68266
H  3.73318  -2.62136  3.60679
H  4.97423  -0.75024  3.33926
H  6.38793  0.45705  1.70256
H  5.25073  1.68781  -0.16982
H  2.80656  1.64103  -0.28526
F  -1.77733  -0.14351  1.06733
Sb  -3.10057  1.33929  0.72487
F  -3.98413  0.32099  -0.55314
F  -3.98224  0.69757  2.22869
F  -1.65289  2.16919  1.73818
F  -3.96390  2.95251  0.57819
F  -1.79473  1.68286  -0.62675
C  -5.97963  -2.36614  2.77348
Te  -4.55972  -2.51097  1.22616
C  -5.38747  -4.20105  0.27756
H  -5.92137  -3.27223  3.37567
H  -6.96446  -2.27934  2.31641
H  -5.74442  -1.48453  3.36307
H  -6.46233  -4.19281  0.44282
H  -4.94264  -5.09670  0.71065
H  -5.15404  -4.14129  -0.78265